{
  "formula": "C33H32OP2Ru",
  "method": "ωB97M-V/def2-TZVPD",
  "relative_energy_kcal_mol": 143.3,
  "homo_lumo_gap_ev": [6.22, 5.89],
  "total_energy_ev": -57925.7053,
  "s2": 6.03,
  "multiplicity": 5,
  "e_lumo_ev": [-7.72, -8.46],
  "total_charge": 2,
  "species": ["Ru", "C", "C", "C", "C", "C", "C", "C", "H", "H", "H", "H", "H", "H", "H", "H", "C", "C", "P", "C", "C", "C", "C", "C", "C", "C", "C", "C", "C", "C", "C", "P", "C", "C", "C", "C", "C", "C", "C", "C", "C", "C", "C", "C", "H", "H", "H", "H", "H", "H", "H", "H", "H", "H", "H", "H", "H", "H", "H", "H", "H", "H", "H", "H", "H", "H", "H", "H", "O"],
  "positions_angstrom": [[0.020, -0.054, -0.007], [-2.686, -1.690, 2.178], [-1.788, -1.924, 1.008], [-0.505, -2.461, 1.175], [0.324, -2.680, 0.085], [-0.107, -2.361, -1.199], [-1.375, -1.829, -1.387], [-2.208, -1.611, -0.291], [-2.597, -0.624, 2.565], [-2.446, -2.368, 2.999], [-3.731, -1.856, 1.910], [-0.169, -2.716, 2.170], [1.304, -3.116, 0.230], [0.538, -2.541, -2.047], [-1.721, -1.599, -2.384], [-3.200, -1.202, -0.436], [1.626, 1.989, -0.154], [0.492, 2.871, -0.725], [-1.249, 2.197, -0.696], [-1.644, 2.107, 1.076], [-2.266, 0.990, 1.563], [-2.579, 0.876, 2.911], [-2.288, 1.893, 3.798], [-1.661, 3.042, 3.320], [-1.341, 3.145, 1.973], [-2.205, 3.636, -1.250], [-1.845, 4.278, -2.440], [-2.550, 5.380, -2.897], [-3.641, 5.852, -2.179], [-4.030, 5.206, -1.013], [-3.324, 4.100, -0.560], [2.302, 0.599, -1.215], [2.656, 1.456, -2.766], [3.874, 2.052, -3.086], [4.044, 2.715, -4.293], [3.003, 2.785, -5.210], [1.790, 2.174, -4.919], [1.624, 1.512, -3.713], [3.883, 0.275, -0.396], [4.722, 1.275, 0.100], [5.896, 0.957, 0.766], [6.249, -0.373, 0.957], [5.426, -1.379, 0.472], [4.255, -1.057, -0.199], [1.336, 1.541, 0.823], [2.438, 2.687, 0.072], [0.745, 3.161, -1.748], [0.476, 3.809, -0.162], [-2.519, 0.186, 0.902], [-3.075, 0.015, 3.297], [-2.539, 1.797, 4.846], [-1.425, 3.854, 3.996], [-0.868, 4.056, 1.625], [-1.009, 3.922, -3.035], [-2.251, 5.868, -3.816], [-4.194, 6.713, -2.533], [-4.888, 5.559, -0.457], [-3.667, 3.609, 0.343], [4.719, 2.008, -2.411], [4.997, 3.175, -4.522], [3.140, 3.303, -6.151], [0.975, 2.211, -5.632], [0.667, 1.038, -3.511], [4.484, 2.325, -0.031], [6.533, 1.748, 1.140], [7.162, -0.622, 1.483], [5.694, -2.418, 0.621], [3.624, -1.863, -0.561], [0.571, 0.707, 1.475]],
  "forces_ev_per_angstrom": [[-0.896, -2.179, -0.742], [0.293, -0.845, -0.304], [-0.579, -0.202, 0.338], [0.212, 0.297, 0.211], [0.505, -0.135, 0.069], [0.265, 0.060, -0.559], [-0.155, 0.262, -0.365], [0.031, -0.130, -0.107], [0.713, -4.421, -1.748], [0.067, 0.006, -0.022], [0.011, 0.047, -0.083], [0.057, 0.003, 0.051], [0.018, 0.020, 0.039], [-0.004, -0.033, -0.030], [-0.038, 0.005, -0.039], [-0.043, -0.043, -0.105], [0.713, 1.842, -1.846], [0.000, 0.216, 0.194], [1.021, 0.214, 0.901], [0.026, 1.537, 0.114], [-0.535, -0.015, 0.174], [-0.047, 2.838, 1.081], [0.218, 0.165, -0.137], [0.178, -0.004, -0.213], [-0.065, 0.115, 0.026], [-0.287, -0.005, -0.757], [0.189, -0.109, -0.194], [0.001, 0.001, 0.080], [0.003, -0.056, 0.044], [0.110, 0.038, -0.103], [-0.184, -0.239, 0.330], [-0.119, 1.041, 1.240], [-0.671, -0.338, -0.839], [0.405, -0.006, 0.272], [-0.183, -0.012, -0.041], [0.026, -0.027, 0.051], [0.007, 0.059, 0.054], [-0.197, 0.015, 0.039], [-0.012, -0.636, 0.300], [-0.052, 0.344, -0.052], [-0.040, -0.111, -0.055], [-0.054, 0.008, -0.037], [0.027, -0.007, -0.006], [-0.085, -0.107, 0.020], [1.106, 1.229, 0.222], [0.140, -0.189, 0.031], [-0.148, -0.106, -0.069], [-0.032, -0.027, -0.039], [-0.298, 0.369, -0.160], [-1.092, 1.394, 1.388], [-0.032, 0.019, -0.058], [-0.002, -0.014, -0.051], [-0.011, -0.049, -0.048], [-0.002, -0.016, 0.056], [0.009, -0.030, 0.044], [0.019, -0.038, 0.009], [0.042, -0.039, 0.003], [0.092, -0.017, -0.030], [-0.078, -0.084, 0.055], [-0.025, -0.035, 0.048], [0.002, -0.033, 0.031], [0.037, -0.026, 0.021], [0.062, -0.054, 0.034], [-0.049, -0.044, 0.004], [-0.045, -0.013, -0.030], [-0.037, 0.006, -0.021], [-0.011, 0.039, -0.031], [0.003, 0.062, -0.044], [-0.500, -1.774, 1.388]],
  "mulliken_spin": [2.298, 0.017, 0.026, -0.015, 0.081, 0.017, -0.042, 0.088, -0.009, 0.001, 0.000, 0.003, 0.005, -0.003, 0.004, -0.008, 0.087, -0.042, 0.169, 0.031, 0.005, 0.042, -0.002, 0.010, -0.029, 0.057, 0.020, -0.007, 0.018, -0.007, 0.012, 0.139, 0.031, 0.006, -0.001, 0.007, 0.001, 0.005, 0.000, -0.001, 0.002, 0.000, 0.001, 0.029, 0.126, 0.037, 0.014, 0.006, -0.056, 0.001, 0.000, 0.000, -0.001, 0.003, 0.000, 0.001, 0.000, 0.003, 0.001, 0.000, 0.000, 0.000, 0.002, 0.000, 0.000, 0.000, 0.000, 0.006, 0.808]
}



{
  "formula": "CsF",
  "method": "ωB97M-V/def2-TZVPD",
  "relative_energy_kcal_mol": 11.9,
  "homo_lumo_gap_ev": 7.24,
  "total_energy_ev": -3264.9887,
  "e_lumo_ev": -0.74,
  "total_charge": 0,
  "species": ["Cs", "F"],
  "positions_angstrom": [[17.496, -26.520, 15.570], [19.201, -28.203, 13.861]],
  "forces_ev_per_angstrom": [[0.837, -0.826, -0.835], [-0.837, 0.826, 0.835]],
  "lowdin_charge": [0.943, -0.943]
}



{
  "formula": "C3H12N2O2",
  "method": "ωB97M-V/def2-TZVPD",
  "relative_energy_kcal_mol": 38.8,
  "homo_lumo_gap_ev": 9.63,
  "total_energy_ev": -10379.8683,
  "smiles": "CNC(O)O.CN",
  "e_lumo_ev": 0.88,
  "total_charge": 0,
  "species": ["C", "N", "C", "O", "O", "H", "H", "H", "H", "H", "H", "H", "C", "N", "H", "H", "H", "H", "H"],
  "positions_angstrom": [[1.456, -1.350, -0.532], [1.103, -0.429, 0.532], [1.527, 1.048, 0.272], [0.797, 1.900, 1.064], [1.410, 1.487, -1.037], [2.547, -1.407, -0.606], [1.075, -2.341, -0.278], [1.058, -1.067, -1.514], [0.084, -0.413, 0.644], [2.556, 0.796, 0.626], [0.624, 1.451, 1.900], [2.149, 1.159, -1.557], [-2.503, -0.430, -0.387], [-1.827, 0.160, 0.761], [-3.479, 0.018, -0.615], [-2.654, -1.493, -0.199], [-1.862, -0.321, -1.261], [-2.404, 0.085, 1.592], [-1.656, 1.147, 0.597]],
  "forces_ev_per_angstrom": [[0.214, 0.259, 0.096], [-1.238, 1.768, -0.183], [0.933, -3.909, 0.683], [-0.025, 0.150, -0.017], [-0.146, 0.215, 0.190], [0.013, -0.144, -0.083], [0.113, 0.043, -0.036], [-0.002, -0.045, -0.041], [0.154, -0.116, -0.082], [0.162, 1.799, -0.588], [0.098, -0.065, -0.079], [0.001, 0.001, 0.139], [-0.156, -0.011, -0.023], [-0.247, 0.179, 0.200], [0.080, -0.049, -0.033], [0.005, -0.017, -0.094], [-0.024, -0.061, -0.057], [0.025, 0.040, -0.057], [0.041, -0.039, 0.064]],
  "lowdin_charge": [-0.157, -0.078, -0.514, 0.024, 0.026, 0.073, 0.077, 0.068, 0.039, 0.147, 0.105, 0.098, -0.176, -0.079, 0.067, 0.071, 0.069, 0.072, 0.068]
}